{
  "formula": "C54H120N9O9",
  "method": "wB97M-V/def2-TZVPD",
  "total_energy_ev": -89748.7218,
  "orbital_gap_ev": 8.8,
  "homo_ha": -0.490,
  "largest_force_ha_per_bohr": 0.0769,
  "total_charge": 3,
  "symbols": ["C", "C", "C", "N", "C", "C", "C", "C", "C", "C", "H", "H", "H", "H", "H", "H", "H", "H", "H", "H", "H", "H", "H", "H", "H", "H", "H", "H", "H", "H", "C", "C", "C", "N", "C", "C", "C", "C", "C", "C", "H", "H", "H", "H", "H", "H", "H", "H", "H", "H", "H", "H", "H", "H", "H", "H", "H", "H", "H", "H", "C", "C", "C", "N", "C", "C", "C", "C", "C", "C", "H", "H", "H", "H", "H", "H", "H", "H", "H", "H", "H", "H", "H", "H", "H", "H", "H", "H", "H", "H", "C", "C", "C", "N", "C", "C", "C", "C", "C", "C", "H", "H", "H", "H", "H", "H", "H", "H", "H", "H", "H", "H", "H", "H", "H", "H", "H", "H", "H", "H", "C", "C", "C", "N", "C", "C", "C", "C", "C", "C", "H", "H", "H", "H", "H", "H", "H", "H", "H", "H", "H", "H", "H", "H", "H", "H", "H", "H", "H", "H", "C", "C", "C", "N", "C", "C", "C", "C", "C", "C", "H", "H", "H", "H", "H", "H", "H", "H", "H", "H", "H", "H", "H", "H", "H", "H", "H", "H", "H", "H", "N", "O", "O", "O", "N", "O", "O", "O", "N", "O", "O", "O"],
  "coordinates": [[3.6473, 1.6323, -5.4684], [3.0964, 0.4988, -4.5710], [1.7956, 0.1281, -5.2112], [1.1029, -1.0438, -4.4548], [-0.3008, -1.2632, -5.0126], [-1.0128, -2.4927, -4.4486], [-0.1443, -3.7143, -4.6262], [1.2726, -3.5404, -4.0315], [1.8974, -2.3000, -4.6520], [1.0374, -0.6962, -2.9996], [4.6732, 1.9098, -5.3178], [3.0977, 2.5138, -5.2933], [3.5897, 1.4389, -6.5019], [2.8919, 0.9231, -3.5845], [3.8122, -0.3190, -4.4547], [1.7726, -0.2227, -6.2582], [1.0116, 0.9135, -5.1995], [-0.2163, -1.2935, -6.0904], [-0.9825, -0.3697, -4.7728], [-2.0066, -2.6252, -4.9291], [-1.1991, -2.4135, -3.3364], [0.0200, -3.9822, -5.6780], [-0.5603, -4.5981, -4.1039], [1.8631, -4.4183, -4.2904], [1.3966, -3.5185, -2.9503], [1.9856, -2.3955, -5.7444], [2.8753, -2.1602, -4.2242], [1.9041, -1.0117, -2.4729], [0.1777, -1.1750, -2.4627], [0.8220, 0.3518, -2.9112], [0.2478, -4.8437, -0.4206], [-0.1541, -4.5564, 1.0910], [-1.6488, -4.5341, 0.9782], [-2.3310, -4.5143, 2.3428], [-3.8171, -4.1412, 2.1957], [-4.6991, -5.0709, 1.4604], [-4.6221, -6.5045, 2.0352], [-3.1104, -6.9686, 2.1562], [-2.2919, -5.9032, 2.9821], [-1.7638, -3.6209, 3.3706], [-0.3569, -5.6138, -0.8698], [1.3226, -5.0426, -0.5709], [0.0528, -3.8898, -0.9542], [0.3741, -3.5948, 1.3561], [0.1562, -5.4599, 1.6849], [-2.1139, -5.4478, 0.4816], [-2.0382, -3.7031, 0.3642], [-3.8209, -3.1369, 1.8542], [-4.1959, -4.1091, 3.2005], [-4.4352, -5.0124, 0.4476], [-5.7187, -4.6641, 1.5132], [-4.9419, -7.2907, 1.2978], [-4.9852, -6.6198, 3.0247], [-2.5901, -7.2516, 1.2292], [-3.2551, -7.9527, 2.6736], [-1.2690, -6.1734, 2.9847], [-2.6332, -5.7210, 4.0144], [-2.2824, -3.7740, 4.2610], [-1.9663, -2.5443, 3.0881], [-0.7167, -3.6541, 3.4998], [-4.3238, 2.9678, -6.1657], [-4.2068, 4.4683, -6.5605], [-3.6725, 5.1970, -5.2819], [-3.0043, 6.5344, -5.4109], [-2.3957, 6.8708, -4.0603], [-1.7384, 8.2535, -4.1342], [-0.4668, 8.1119, -5.1021], [-0.8629, 7.5121, -6.4474], [-1.8471, 6.2485, -6.3311], [-3.9655, 7.5573, -5.8961], [-5.0799, 2.9295, -5.3806], [-3.3830, 2.5462, -5.8548], [-4.7018, 2.3159, -6.9555], [-5.1973, 4.8669, -6.7193], [-3.6399, 4.5747, -7.4533], [-3.0268, 4.5700, -4.7589], [-4.5075, 5.4747, -4.7151], [-1.7627, 6.0471, -3.8985], [-3.1986, 6.7155, -3.3349], [-1.3049, 8.5519, -3.1756], [-2.4691, 9.0285, -4.5034], [0.2771, 7.4426, -4.6088], [-0.0444, 9.0832, -5.1833], [-0.0074, 7.0514, -6.9345], [-1.3442, 8.2220, -7.1214], [-1.3390, 5.3169, -5.9801], [-2.2331, 5.9761, -7.3184], [-3.4561, 8.3068, -6.4238], [-4.5699, 7.9745, -5.0996], [-4.5205, 6.9728, -6.6605], [3.8072, 6.1782, -2.1013], [3.0757, 4.9177, -1.6008], [3.6250, 4.3135, -0.3030], [3.0965, 2.9162, 0.0434], [3.7322, 1.9782, -0.9230], [3.4123, 0.5124, -0.6998], [3.9978, 0.0308, 0.6376], [3.4550, 1.0221, 1.7234], [3.6215, 2.5403, 1.4120], [1.5787, 2.8963, 0.0020], [3.3524, 6.4892, -3.0919], [4.8383, 6.0114, -2.2658], [3.5954, 7.0059, -1.4492], [3.0881, 4.2530, -2.4775], [2.0101, 5.0834, -1.4870], [3.3469, 4.9863, 0.4941], [4.6943, 4.2575, -0.4427], [4.8380, 2.1313, -0.8429], [3.5155, 2.3227, -1.9348], [3.6339, -0.0836, -1.5258], [2.3457, 0.4597, -0.5504], [5.1049, 0.1420, 0.6861], [3.9136, -1.0308, 0.8069], [4.0802, 0.8431, 2.6278], [2.4537, 0.7410, 2.0455], [4.6702, 2.8152, 1.4111], [3.0254, 3.0643, 2.0772], [1.1104, 1.9961, 0.2819], [1.3630, 3.1181, -1.1059], [1.2302, 3.7339, 0.5899], [0.9601, -7.2008, 4.4259], [1.6210, -5.8007, 4.6839], [2.9204, -5.9675, 5.5027], [3.6246, -4.7529, 5.9540], [2.5999, -3.9228, 6.7881], [3.2805, -2.6848, 7.4511], [4.5262, -3.1196, 8.2975], [5.4547, -4.0587, 7.5180], [4.6739, -5.1591, 6.8505], [4.1498, -4.0213, 4.8260], [-0.1119, -6.9509, 4.1603], [0.9017, -7.9122, 5.3109], [1.3927, -7.6821, 3.5995], [0.9123, -5.1399, 5.2150], [1.7608, -5.2325, 3.7550], [3.6424, -6.6007, 5.0290], [2.6675, -6.5417, 6.4324], [2.1698, -4.6219, 7.5813], [1.8117, -3.6309, 6.1073], [2.5893, -2.2627, 8.1514], [3.5491, -1.9337, 6.7057], [4.2424, -3.5530, 9.2431], [5.1313, -2.2656, 8.5933], [6.2026, -4.4320, 8.2478], [5.9417, -3.3248, 6.8650], [4.1370, -5.8165, 7.6055], [5.3119, -5.8051, 6.3038], [4.5760, -3.1356, 5.2931], [3.2924, -3.7338, 4.1984], [4.8667, -4.6215, 4.3059], [-0.1710, 2.7259, 3.6444], [-1.4585, 2.3978, 4.3653], [-2.3757, 1.2914, 3.9032], [-3.2621, 1.4869, 2.6729], [-2.4938, 2.2244, 1.5738], [-3.3866, 2.5246, 0.3184], [-4.0512, 1.2126, -0.1430], [-4.7472, 0.4293, 0.9734], [-3.9209, 0.1917, 2.1463], [-4.3768, 2.4431, 3.0378], [-0.3689, 3.2228, 2.6834], [0.4311, 1.8534, 3.5893], [0.3688, 3.3898, 4.2707], [-2.0375, 3.3358, 4.6109], [-1.1881, 1.8876, 5.2848], [-3.0092, 0.9456, 4.7319], [-1.8594, 0.3948, 3.6405], [-1.6294, 1.6205, 1.3470], [-2.2023, 3.1936, 2.0622], [-2.6909, 2.8855, -0.4362], [-4.0440, 3.3872, 0.4354], [-3.3322, 0.5692, -0.6763], [-4.7635, 1.5604, -0.8335], [-4.9698, -0.5620, 0.5610], [-5.6847, 0.9310, 1.1295], [-3.0851, -0.5039, 2.0249], [-4.5770, -0.2004, 3.0106], [-3.8850, 3.4252, 3.1640], [-4.9683, 2.0591, 3.9350], [-5.0108, 2.6080, 2.1631], [1.2181, -1.2952, 4.2823], [2.2499, -0.6448, 4.0445], [0.2392, -0.7033, 4.7452], [1.1360, -2.5103, 4.1618], [-0.2859, -1.0569, 0.1081], [-1.2070, -1.6800, 0.7431], [-0.3652, 0.1378, -0.1537], [0.7706, -1.7167, -0.1582], [-0.2880, 2.9183, -3.3541], [-0.9353, 2.1261, -3.9777], [-0.8219, 3.9854, -2.9454], [0.9055, 2.6177, -2.9739]],
  "forces_ev_per_a": [[0.574, -0.483, 1.013], [0.504, 1.214, -0.734], [-2.309, -1.378, 0.074], [-0.486, 0.044, 0.355], [-1.553, 1.553, 0.944], [0.072, -0.357, 0.834], [0.672, -1.480, 0.928], [-0.237, 0.394, -0.657], [0.104, -0.418, -0.523], [-2.172, -0.443, 0.453], [0.631, -0.189, 0.511], [-0.905, 1.115, 0.253], [-0.268, -0.612, -1.331], [0.032, -0.128, -0.131], [-0.191, 0.022, -0.254], [0.814, 0.118, 0.357], [0.760, -0.019, 0.417], [0.173, -0.248, -0.295], [1.547, -0.843, -0.218], [0.694, 0.267, 0.171], [0.043, 0.321, -1.154], [-0.326, 0.084, 0.092], [-0.199, 0.404, -0.528], [0.172, 0.104, -0.394], [-0.711, 0.307, 0.246], [0.084, -0.177, 0.283], [0.362, 0.329, -0.016], [0.796, -0.084, 0.161], [0.860, 0.049, -0.922], [0.293, 0.627, 0.014], [0.586, 1.532, 0.582], [1.215, -1.147, -1.957], [-1.610, -0.353, 0.173], [-1.483, -0.973, 0.019], [0.926, -0.020, 1.462], [-0.777, -0.914, 0.677], [2.622, -0.710, -2.874], [-0.747, 0.325, 1.486], [-1.141, -0.619, -0.997], [-0.485, 2.984, -1.921], [-0.065, -0.489, -0.079], [-0.472, -0.113, 0.264], [0.054, -0.544, 0.161], [-0.977, -1.084, 0.164], [-0.018, 1.058, -0.230], [1.121, 0.957, 0.663], [0.432, -0.015, 0.689], [0.005, 0.903, -0.692], [0.062, 0.128, 0.815], [0.255, -0.473, -1.716], [0.199, -0.115, 0.118], [-0.855, 1.011, 0.956], [-1.001, 0.018, 0.663], [-0.383, 0.477, 0.107], [0.865, 0.941, 0.095], [0.929, -0.189, 0.203], [-0.087, -0.564, -0.483], [-0.701, -0.449, 1.536], [0.272, -1.140, 0.014], [1.175, -0.530, -0.007], [-0.846, 0.649, -0.385], [-0.153, -0.495, 1.603], [-0.957, 0.732, -1.836], [1.309, -1.079, -0.032], [-1.408, 0.986, -0.405], [1.059, -0.512, -0.940], [-1.534, -1.055, 1.017], [-0.980, -1.823, 0.098], [1.241, 1.416, -0.469], [-0.436, -1.996, -1.099], [0.281, -0.344, 0.298], [0.373, 0.004, 0.404], [-0.007, 0.389, -0.227], [-0.327, -0.029, -0.469], [0.624, 0.237, -0.592], [1.187, -0.979, 1.074], [-1.423, -0.332, 1.258], [1.458, -0.731, 0.486], [-0.097, 0.601, 0.020], [-0.581, -0.024, 0.033], [0.883, -0.698, 0.532], [-0.558, 0.479, -0.202], [0.560, 0.753, -0.375], [0.234, 0.460, -0.297], [0.253, 0.105, 0.040], [-0.329, 0.928, 0.207], [-0.004, 0.453, 0.181], [0.712, 1.162, -0.453], [-0.105, -0.259, 0.090], [-0.302, 0.875, 0.567], [-2.294, 0.087, -0.685], [-0.380, -0.413, -1.089], [-0.712, 0.149, -1.124], [0.419, 0.038, 0.248], [1.465, -0.237, -1.076], [-0.617, 0.971, 2.290], [1.190, 1.925, -0.111], [1.069, -0.946, 0.641], [0.230, -2.351, -1.572], [0.959, 1.982, -2.852], [0.526, -0.510, 1.024], [1.150, -0.038, 0.045], [0.433, 0.484, 0.437], [0.231, -0.409, 0.575], [-0.178, 0.476, 0.073], [0.160, -0.003, 0.535], [0.371, -0.281, 0.582], [-0.741, -0.038, 0.259], [-0.478, -0.129, 0.131], [0.716, -0.807, -1.411], [-0.664, -0.341, -0.282], [-0.381, 0.226, -0.519], [-0.972, -0.184, 0.404], [-0.558, 0.273, -0.369], [-0.170, 0.261, -0.211], [0.075, 0.191, 0.229], [-0.708, 1.299, 1.561], [-0.046, -1.269, 0.471], [-0.189, -0.534, 1.696], [-0.016, 0.142, 0.308], [-1.804, 1.432, 1.506], [-0.088, -0.118, 0.508], [-1.508, -1.228, 0.825], [-2.497, 0.320, 0.955], [0.503, 0.194, 0.903], [0.976, -1.492, 0.181], [-0.283, 0.220, -0.428], [-0.247, 1.449, 1.048], [0.448, -1.441, 2.212], [-0.904, 1.691, -0.205], [1.232, -0.669, 0.318], [0.337, 1.088, -0.960], [0.674, -0.799, -1.020], [0.273, -0.577, 0.097], [0.260, -0.486, -0.051], [0.476, -0.236, -0.730], [0.019, 0.581, -0.673], [0.755, 0.756, -1.094], [-0.017, 0.202, -0.106], [-0.670, 0.408, 0.085], [-0.146, -0.034, 0.031], [-0.522, -0.417, 0.256], [-0.187, 0.325, -0.122], [-0.344, -0.180, -0.815], [0.388, -0.941, -0.501], [0.933, 0.850, -0.491], [0.766, -0.723, -0.599], [0.278, 0.115, -0.833], [0.507, 0.120, 0.043], [0.474, -0.268, -0.272], [-1.066, 0.320, -0.544], [-1.005, 0.434, 0.576], [-0.836, -0.998, -1.019], [-1.535, 1.458, -0.058], [-0.977, 1.232, 0.263], [1.582, -1.040, 0.859], [1.080, 0.392, 0.279], [-0.176, -0.131, -2.503], [0.650, -0.043, 3.617], [-0.142, 0.143, 0.517], [0.532, -0.328, 0.263], [0.549, -0.958, -0.581], [0.529, 0.876, 0.519], [0.519, -0.995, -0.061], [0.342, 0.592, 0.640], [-0.275, 0.499, -0.318], [1.152, -0.529, -0.105], [0.265, -0.185, -0.310], [-0.084, -1.079, -0.612], [0.192, -0.223, -0.238], [-0.329, -0.351, 0.425], [-0.043, 0.365, 0.301], [-1.170, -0.171, -1.167], [-0.248, 0.122, 0.092], [-0.496, -0.063, 0.699], [-0.110, 0.042, -0.451], [1.108, 0.605, -1.083], [-0.463, -0.521, 0.697], [0.945, 0.672, -1.247], [-0.091, -0.391, 0.452], [-0.102, 1.875, 1.099], [0.416, -0.617, -0.484], [-1.209, 0.838, 0.071], [0.765, -2.331, -0.734], [1.011, -2.278, 1.488], [0.338, 1.241, -0.867], [-0.359, 0.511, -0.255], [-1.122, 0.971, -0.112], [1.259, 1.191, 2.762], [-1.019, -1.631, -1.829], [0.673, -0.095, -0.424], [-0.895, 0.565, -0.861]]
}